Here is a single C4H10O2Si molecule from the Open Molecules 2025 dataset. Energies are from ωB97M-V with the def2-TZVPD basis set.

CARTESIAN COORDINATES (ANGSTROEM)
C1 0.57107 -0.78376 0.31173
C2 1.12545 1.60069 -0.14196
C3 -2.60139 -0.43162 0.68361
C4 1.59279 0.10336 -0.37151
O1 1.06377 -1.68555 0.92689
O2 2.82535 -0.28599 0.11283
Si1 -1.21580 -0.73428 -0.62012
H1 1.39264 2.01280 0.85031
H2 0.10391 1.74704 -0.21414
H3 1.57715 2.16223 -0.95568
H4 -3.20507 0.44421 0.30207
H5 -3.30226 -1.26952 0.88429
H6 -2.19625 -0.37537 1.71802
H7 1.51680 -0.16264 -1.38192
H8 2.84489 -0.81784 0.91848
H9 -1.04439 0.41561 -1.65135
H10 -1.04865 -1.93938 -1.37156

Energy relative to the best compared isomer or geometry (same formula, charge and spin), eV: 3.9247
Orbital gap, eV: 9.362
SMILES: C[SiH2]C(=O)[C@@H](C)O
HOMO energy, eV: -8.9